Record 1
The following is a quantum chemistry calculation of C29H23Cl2N5O8SSn as an isolated structure, from the Open Molecules 2025 dataset.

Calculated values
Net charge ... -2
Energy ... -95984.71872 eV
Energy relative to the best compared isomer or geometry (same formula, charge and spin) ... 20.3 kcal per mole
LUMO energy ... 2.810 eV
Gap between HOMO and LUMO ... 3.56 eV

Each line ends with the Mulliken charge.
CARTESIAN COORDINATES (ANGSTROEM)
Sn 0.477 0.123 0.194  0.784
C -2.289 3.505 -0.785  -1.458
C -1.077 2.983 -0.038  0.855
O -0.281 2.251 -0.666  -0.410
C -0.946 3.370 1.300  -0.968
C -0.080 2.841 2.262  0.698
C 0.033 3.556 3.591  -1.479
N 0.609 1.736 2.083  0.749
N 1.428 1.386 3.098  -0.648
C 2.012 0.217 2.950  -0.211
O 1.752 -0.647 2.067  -0.495
C 3.073 -0.109 3.935  0.353
C 3.012 0.306 5.261  -0.274
C 4.000 -0.067 6.153  -0.598
C 5.068 -0.846 5.729  -0.317
C 5.149 -1.237 4.403  -0.632
C 4.154 -0.882 3.513  -0.350
H -2.048 3.675 -1.830  0.322
H -2.699 4.410 -0.344  0.386
H -3.035 2.713 -0.739  0.200
H -1.586 4.176 1.635  0.087
H -0.565 4.465 3.610  0.383
H 1.079 3.799 3.776  0.325
H -0.285 2.892 4.395  0.266
H 2.177 0.917 5.572  0.436
H 3.942 0.247 7.188  0.357
H 5.827 -1.160 6.434  0.352
H 5.996 -1.822 4.065  0.351
H 4.201 -1.188 2.478  0.428
S 4.087 2.616 -1.924  -0.408
C 4.405 2.554 -0.234  -0.572
C 3.554 1.731 0.430  -0.458
C 2.592 1.103 -0.394  -0.413
C 2.750 1.462 -1.696  0.558
C 2.000 0.982 -2.816  0.885
C 2.140 1.496 -4.115  -1.096
C 1.412 0.929 -5.140  -0.349
C 0.556 -0.125 -4.855  -0.781
C 0.473 -0.560 -3.541  -0.146
N 1.170 -0.036 -2.557  0.042
H 5.223 3.139 0.152  0.449
H 3.626 1.578 1.494  0.322
H 2.813 2.319 -4.307  0.322
H 1.504 1.301 -6.154  0.382
H -0.040 -0.593 -5.623  0.409
H -0.169 -1.387 -3.272  0.387
Cl 1.617 -3.277 0.540  -0.121
C 0.074 -3.673 1.282  0.522
Cl -0.051 -3.036 2.921  -0.198
H -0.019 -4.754 1.338  0.392
H -0.705 -3.194 0.684  -0.477
O -2.660 -0.160 0.066  -0.773
C -2.415 -1.208 -0.526  0.294
O -1.375 -1.899 -0.441  -0.739
C -3.463 -1.784 -1.495  0.247
C -4.813 -1.479 -1.405  -0.530
C -5.710 -2.057 -2.314  -0.110
C -5.254 -2.888 -3.328  -0.082
C -3.898 -3.166 -3.423  -0.341
C -3.002 -2.635 -2.491  -0.431
N -3.449 -4.003 -4.476  1.022
O -4.295 -4.550 -5.189  -0.641
O -2.238 -4.155 -4.634  -0.615
N -7.103 -1.808 -2.227  1.012
O -7.531 -1.153 -1.276  -0.619
O -7.837 -2.268 -3.109  -0.635
H -5.165 -0.795 -0.649  0.616
H -5.949 -3.297 -4.045  0.596
H -1.952 -2.877 -2.545  0.582

Record 2
The following is a quantum chemistry calculation of C29H23Cl5F3N2O7S2Sc as an isolated structure, from the Open Molecules 2025 dataset.

Calculated values
Net charge ... -1
Energy ... -160899.65599 eV
Energy relative to the best compared isomer or geometry (same formula, charge and spin) ... 4.3 kcal per mole
Spin multiplicity ... 2
⟨S²⟩ ... 0.7708
LUMO energy (spin up / spin down) ... 2.035 / 2.028 eV
Gap between HOMO and LUMO (spin up / spin down) ... 4.89 / 8.30 eV

Each line ends with the Mulliken spin population.
CARTESIAN COORDINATES (ANGSTROEM)
Sc 0.010 -0.143 0.384  0.003
C 4.068 2.222 1.920  0.000
C 3.231 3.457 1.602  0.000
C 2.527 3.957 2.867  0.000
C 2.238 3.231 0.470  -0.001
C 1.319 4.220 0.129  0.002
C 0.438 4.060 -0.929  -0.002
C 0.416 2.894 -1.682  0.005
C -0.581 2.699 -2.788  -0.003
C 1.342 1.906 -1.359  -0.004
C 2.241 2.076 -0.310  0.001
H 4.725 2.424 2.767  0.000
H 4.693 1.914 1.080  0.000
H 3.432 1.375 2.185  0.000
H 3.915 4.245 1.260  0.000
H 1.702 3.299 3.136  0.000
H 2.119 4.960 2.742  0.000
H 3.230 3.991 3.701  0.000
H 1.287 5.140 0.699  0.000
H -0.260 4.855 -1.165  0.000
H -0.334 1.829 -3.393  0.002
H -0.629 3.580 -3.432  0.000
H -1.577 2.525 -2.377  0.000
H 1.398 1.011 -1.973  0.003
H 2.977 1.304 -0.138  -0.001
Cl 0.088 -0.555 3.488  0.000
C 1.546 -1.263 2.828  0.000
C 1.890 -0.910 1.532  0.003
C 3.094 -1.445 1.088  0.000
Cl 3.730 -0.987 -0.474  0.001
C 3.880 -2.307 1.854  0.000
Cl 5.365 -2.952 1.254  0.000
C 3.462 -2.653 3.138  0.000
Cl 4.407 -3.723 4.108  0.000
C 2.286 -2.115 3.643  -0.001
Cl 1.771 -2.496 5.250  0.000
F -3.466 3.920 2.200  0.000
C -2.508 3.509 1.356  0.000
F -3.103 3.070 0.233  0.000
F -1.754 4.567 1.047  0.000
S -1.541 2.157 2.151  0.002
O -0.733 2.796 3.140  0.000
O -2.560 1.233 2.563  0.000
O -0.744 1.642 0.988  0.005
O -1.511 -1.271 1.081  0.003
N -2.596 -1.640 0.419  0.005
C -2.657 -2.912 -0.014  0.009
C -3.774 -3.334 -0.705  -0.009
C -4.803 -2.437 -0.944  0.009
C -4.696 -1.131 -0.489  0.013
C -3.562 -0.741 0.193  0.008
H -1.777 -3.506 0.201  -0.004
H -3.795 -4.347 -1.079  -0.002
H -5.676 -2.749 -1.500  0.001
H -5.471 -0.399 -0.661  0.002
H -3.380 0.242 0.599  -0.001
O -1.114 -0.116 -1.473  0.072
C -0.630 -1.284 -1.804  0.222
N 0.559 -1.621 -1.144  0.058
S 0.779 -3.243 -1.252  0.034
O 2.112 -3.589 -1.665  0.008
O 0.306 -3.903 -0.044  0.017
C -0.403 -3.479 -2.522  0.191
C -0.690 -4.616 -3.238  -0.125
C -1.785 -4.602 -4.103  0.282
C -2.573 -3.434 -4.210  -0.097
C -2.293 -2.294 -3.500  0.165
C -1.171 -2.286 -2.631  0.078
H -0.085 -5.506 -3.123  -0.003
H -2.029 -5.477 -4.688  0.032
H -3.419 -3.439 -4.888  -0.005
H -2.905 -1.406 -3.598  0.020

Record 3
The following is a quantum chemistry calculation of C29H23F10FeN6O4S2 as an isolated structure, from the Open Molecules 2025 dataset.

Calculated values
Net charge ... -1
Energy ... -130801.68392 eV
Spin multiplicity ... 5
⟨S²⟩ ... 6.3098
LUMO energy (spin up / spin down) ... 1.767 / 0.864 eV
Gap between HOMO and LUMO (spin up / spin down) ... 5.75 / 4.84 eV

Each line ends with the Mulliken spin population.
CARTESIAN COORDINATES (ANGSTROEM)
Fe 0.488 0.077 -0.049  1.999
C 0.602 -2.270 2.334  -0.010
N 1.483 -1.267 1.748  0.014
C 2.038 -0.435 2.808  0.005
C 2.637 0.886 2.343  0.001
N 1.746 1.535 1.415  -0.015
C 1.858 2.839 1.211  0.019
C 0.901 3.498 0.379  -0.012
F 0.019 2.703 -0.264  0.005
C 0.797 4.855 0.218  0.000
F -0.190 5.372 -0.533  0.000
C 1.713 5.700 0.831  0.001
F 1.604 7.043 0.719  0.000
C 2.741 5.119 1.550  0.000
F 3.691 5.910 2.082  0.000
C 2.823 3.754 1.735  0.000
F 3.895 3.297 2.437  0.000
C 2.497 -1.938 0.943  -0.021
C 3.205 -1.076 -0.095  0.012
N 2.287 -0.222 -0.836  -0.059
C 2.764 0.359 -1.946  -0.043
C 4.092 0.308 -2.469  0.005
F 5.100 -0.286 -1.784  0.001
C 4.462 0.871 -3.676  -0.004
F 5.734 0.758 -4.089  0.000
C 3.554 1.550 -4.466  0.010
F 3.897 2.044 -5.671  0.000
C 2.267 1.701 -3.976  0.002
F 1.361 2.377 -4.699  0.000
C 1.913 1.146 -2.770  0.029
F 0.649 1.356 -2.345  0.012
H 1.152 -2.947 3.009  0.000
H -0.195 -1.787 2.898  -0.001
H 0.143 -2.852 1.541  0.012
H 1.218 -0.200 3.489  -0.001
H 2.803 -0.996 3.373  0.000
H 2.780 1.492 3.245  -0.001
H 3.631 0.735 1.904  0.000
H 3.260 -2.412 1.583  0.001
H 1.983 -2.711 0.380  0.003
H 3.991 -0.471 0.366  -0.002
H 3.681 -1.788 -0.777  0.002
O -5.342 -0.113 1.454  0.005
C -4.790 1.102 1.312  0.001
C -5.605 2.209 1.553  0.004
C -5.119 3.493 1.402  -0.002
C -3.800 3.699 1.017  0.001
C -2.978 2.611 0.799  -0.002
C -3.444 1.305 0.948  0.004
C -2.489 0.183 0.732  -0.005
O -1.258 0.467 0.682  -0.014
N -3.082 -1.005 0.666  0.138
N -2.404 -2.161 0.498  0.213
C -2.605 -3.348 0.635  0.444
S -3.954 -4.333 1.082  0.178
C -3.122 -5.976 1.260  0.035
C -2.715 -6.649 -0.064  -0.015
S -0.969 -6.567 -0.538  0.063
H -4.641 -0.773 1.200  0.000
H -6.629 2.030 1.851  0.000
H -5.770 4.340 1.581  0.000
H -3.421 4.704 0.887  0.000
H -1.950 2.747 0.499  0.005
H -3.850 -6.604 1.774  0.003
H -2.266 -5.808 1.911  -0.012
H -3.237 -6.208 -0.913  0.003
H -2.934 -7.716 -0.014  0.001
O -0.082 -4.900 -2.236  0.654
O -1.168 -5.297 -1.642  0.294
C -1.373 -0.843 -4.212  -0.001
C -1.002 -0.861 -2.816  0.000
N -0.695 -0.852 -1.716  0.043
H -2.257 -0.222 -4.348  0.000
H -1.575 -1.857 -4.554  0.001
H -0.549 -0.424 -4.789  0.000